Entry 1:
Density functional theory data (ωB97M-V with the def2-TZVPD basis set) for a molecular structure, C33H33BBrCl4F4GeN3OTc.

```
82
Properties=species:S:1:pos:R:3
Tc -0.9754 1.5609 2.4603
Br -1.4551 2.7267 4.6780
C -2.9184 1.5613 5.1293
C -3.7011 1.8743 6.1909
C -4.6857 0.9361 6.5785
C -4.8125 -0.2408 5.9012
C -4.0035 -0.5335 4.7724
C -4.1210 -1.7607 4.0736
C -3.2988 -2.0469 3.0212
C -2.3396 -1.1077 2.5931
C -2.2140 0.1249 3.2004
C -3.0319 0.4017 4.3436
H -3.5746 2.7983 6.7389
H -5.3117 1.1540 7.4327
H -5.5280 -0.9846 6.2281
H -4.8613 -2.4781 4.4053
H -3.3819 -2.9954 2.5072
H -1.7088 -1.3628 1.7481
Cl 2.3232 2.4983 4.2918
Ge 2.1653 3.9338 2.7808
Cl 3.4718 3.6590 1.1874
Cl 1.8909 5.8675 3.4380
F 0.6171 3.4057 2.0034
B -1.0619 4.7108 1.1129
F -0.5460 4.7025 -0.0934
F -0.9175 5.7082 1.9492
F -1.8972 3.6903 1.4638
C 1.4448 -1.4128 -2.0399
C 0.0625 -1.8771 -2.5039
C -0.8124 -2.1161 -1.2445
C 0.2461 -3.2370 -3.2008
C -0.6331 -0.8585 -3.4901
O -2.0067 -1.2209 -3.6359
C -0.0030 -0.7937 -4.9247
C 0.8796 0.3993 -5.3656
C 2.2273 0.5048 -4.6911
C 2.5387 1.5648 -3.8491
C 3.7531 1.6186 -3.1737
C 4.6769 0.6086 -3.3640
Cl 6.1863 0.6549 -2.5024
C 4.4176 -0.4304 -4.2450
C 3.1980 -0.4721 -4.9020
C -0.7037 0.5921 -2.9937
N -1.2560 0.7991 -1.6498
C -0.5742 1.1005 -0.5656
N -1.4005 1.1072 0.4796
C -2.6267 0.8079 -0.0687
N -2.5663 0.6180 -1.3538
H 1.8441 -2.1522 -1.3402
H 1.4159 -0.4519 -1.5201
H 2.1482 -1.3265 -2.8640
H -0.6738 -3.1386 -0.8897
H -1.8724 -1.9788 -1.4471
H -0.5174 -1.4590 -0.4196
H 0.5389 -3.9814 -2.4596
H 1.0384 -3.2160 -3.9482
H -0.6670 -3.6012 -3.6782
H -2.0672 -2.1157 -3.9885
H -0.8599 -0.7960 -5.5985
H 0.5520 -1.7086 -5.1191
H 0.3399 1.3425 -5.2703
H 1.0502 0.2531 -6.4340
H 1.8354 2.3833 -3.7277
H 3.9885 2.4465 -2.5171
H 5.1634 -1.1963 -4.4122
H 2.9986 -1.2858 -5.5914
H -1.3590 1.1242 -3.6807
H 0.2842 1.0382 -2.9825
H 0.4819 1.3128 -0.5374
H -3.5357 0.7255 0.5036
C 0.2881 0.4632 2.4709
C 1.3030 -0.5174 2.3934
C 1.1736 -1.6978 3.1433
C 2.1186 -2.6933 2.9943
C 3.1838 -2.5155 2.1147
C 3.3201 -1.3399 1.3793
C 2.3847 -0.3360 1.5157
H 0.3381 -1.8115 3.8230
H 2.0334 -3.6081 3.5652
H 3.9198 -3.3014 2.0042
H 4.1567 -1.2132 0.7044
H 2.4824 0.5917 0.9625
```

* LUMO energy (alpha / beta): -0.239 / -0.282 hartree
* HOMO energy (alpha / beta): -12.99 / -12.99 eV
* calculated total energy: -231661.129 eV
* multiplicity: 2
* net charge: +2
* ΔE to the lowest compared entry with this formula, charge and spin: 0.3 kcal per mole



Entry 2:
Density functional theory data (ωB97M-V with the def2-TZVPD basis set) for 2 unconnected molecules or ions with the total composition C33H33BF6O2S at a distorted geometry.

```
76
Properties=species:S:1:pos:R:3
C -1.2728 -1.7941 6.1999
C -0.7074 -1.5018 4.8368
C -0.1978 -0.2339 4.5046
C 0.4073 -0.0014 3.2752
C 0.5269 -1.0388 2.3407
C 1.0679 -0.8355 0.9426
B -0.3363 -0.9060 0.2537
O -1.2603 -0.0378 0.7735
C -2.5492 -0.4833 0.3331
C -3.3018 -0.9385 1.5965
C -3.1531 0.7993 -0.2244
C -2.2029 -1.6448 -0.7366
C -2.6081 -3.0792 -0.3617
C -2.6598 -1.3116 -2.1599
O -0.7447 -1.7027 -0.7619
C 1.8856 -1.9522 0.3103
C 2.2663 -1.7974 -1.0326
C 2.9734 -2.7929 -1.7050
C 3.1944 -4.0301 -1.0830
C 2.7935 -4.2072 0.2433
C 2.2246 -3.1452 0.9562
C -0.1227 -2.2549 2.6107
C -0.6795 -2.5030 3.8553
H -2.2200 -2.3328 6.0721
H -0.6302 -2.4302 6.8295
H -1.4481 -0.8603 6.7479
H -0.2515 0.5785 5.2368
H 0.8395 0.9695 3.0167
H 1.5561 0.1354 0.8271
H -4.3310 -1.2465 1.3422
H -2.7860 -1.7583 2.1312
H -3.3666 -0.0904 2.3024
H -4.1714 0.6589 -0.5972
H -3.1604 1.5622 0.5595
H -2.5045 1.1807 -1.0238
H -3.7025 -3.2109 -0.3060
H -2.2168 -3.7484 -1.1476
H -2.1432 -3.4060 0.5858
H -3.7590 -1.3532 -2.2739
H -2.3038 -0.3089 -2.4513
H -2.2116 -2.0383 -2.8462
H 2.0167 -0.8603 -1.5370
H 3.3240 -2.6137 -2.7222
H 3.6817 -4.8395 -1.6253
H 2.9044 -5.1787 0.7286
H 1.9853 -3.2567 2.0123
H -0.1201 -3.0302 1.8423
H -1.0826 -3.4954 4.0727
C -3.0059 5.4241 -2.4007
C -2.2592 4.1362 -2.2844
C -2.1637 3.1279 -3.2322
C -1.0934 2.2206 -2.9878
C -0.3230 2.5579 -1.8674
C 1.0140 2.1090 -1.5698
C 1.6744 2.5386 -0.4009
C 3.0526 2.6370 -0.3705
C 3.6603 3.2316 0.8685
F 4.9581 3.6143 0.7288
F 2.9673 4.3323 1.2969
F 3.6268 2.3406 1.9165
C 3.8521 2.1642 -1.4074
C 3.1869 1.5584 -2.4673
C 3.9543 0.9472 -3.6112
F 3.3223 -0.1641 -4.1152
F 4.0913 1.8185 -4.6625
F 5.2102 0.5496 -3.2577
C 1.8039 1.4885 -2.5537
S -1.1374 3.8042 -0.9624
H -3.3953 5.5532 -3.4210
H -3.8652 5.5133 -1.7204
H -2.3145 6.2491 -2.1684
H -2.7679 3.1273 -4.1471
H -0.8459 1.3852 -3.6335
H 1.0956 2.8223 0.4750
H 4.9367 2.2626 -1.3877
H 1.3230 1.0170 -3.4003
```

* LUMO energy: -0.017 hartree
* HOMO energy: -8.20 eV
* calculated total energy: -66671.840 eV
* SMILES string: Cc1ccc([C@H](B2OC(C)(C)C(C)(C)O2)c2ccccc2)cc1.Cc1ccc(-c2cc(C(F)(F)F)cc(C(F)(F)F)c2)s1
* ΔE to the lowest compared entry with this formula, charge and spin: 10.7 kcal per mole